{
  "formula": "C52H64GaNO5P3",
  "method": "ωB97M-V/def2-TZVPD",
  "energy_ev": -146912.8477,
  "lumo_ev": -9.356,
  "orbital_gap_ev": 5.362,
  "charge": 3,
  "elements": ["Ga", "O", "C", "O", "C", "C", "C", "C", "C", "N", "C", "O", "O", "H", "H", "H", "H", "H", "C", "C", "P", "C", "C", "C", "C", "C", "C", "C", "C", "C", "C", "C", "C", "C", "P", "C", "C", "C", "C", "C", "C", "C", "C", "C", "C", "C", "C", "H", "H", "H", "H", "H", "H", "H", "H", "H", "H", "H", "H", "H", "H", "H", "H", "H", "H", "H", "H", "H", "H", "H", "H", "H", "H", "O", "P", "C", "C", "C", "C", "C", "C", "C", "C", "C", "C", "C", "C", "C", "C", "C", "C", "C", "C", "H", "H", "H", "H", "H", "H", "H", "H", "H", "H", "H", "H", "H", "H", "H", "H", "H", "H", "H", "H", "H", "H", "H", "H", "H", "H", "H", "H", "H", "H", "H", "H", "H"],
  "xyz": [[-0.391, -0.564, -0.066], [-0.689, 3.025, 2.967], [-0.145, 2.027, 2.291], [-0.656, 1.517, 1.322], [1.172, 1.617, 2.900], [1.523, 2.070, 4.180], [2.733, 1.681, 4.720], [3.565, 0.875, 3.952], [3.123, 0.493, 2.688], [1.942, 0.836, 2.170], [3.979, -0.314, 1.810], [5.138, -0.760, 2.153], [3.610, -0.536, 0.608], [-1.518, 3.296, 2.539], [0.846, 2.702, 4.734], [3.033, 2.002, 5.707], [4.528, 0.590, 4.359], [5.426, -0.491, 3.041], [3.773, 0.360, -2.449], [3.055, 1.597, -1.897], [3.827, 2.314, -0.362], [2.542, 3.491, 0.192], [1.373, 3.797, -0.499], [0.529, 4.807, -0.053], [0.838, 5.521, 1.095], [1.988, 5.208, 1.811], [2.825, 4.200, 1.364], [5.065, 3.421, -1.097], [4.736, 4.601, -1.763], [5.723, 5.356, -2.373], [7.050, 4.943, -2.322], [7.390, 3.776, -1.657], [6.400, 3.022, -1.042], [3.212, -1.017, -2.022], [3.809, -1.759, -0.520], [5.497, -2.212, -0.666], [6.514, -1.256, -0.570], [7.821, -1.634, -0.814], [8.107, -2.951, -1.164], [7.095, -3.893, -1.277], [5.781, -3.533, -1.025], [2.787, -3.077, 0.045], [1.832, -3.642, -0.805], [1.104, -4.740, -0.375], [1.321, -5.266, 0.890], [2.280, -4.712, 1.733], [3.024, -3.628, 1.309], [4.847, 0.418, -2.249], [3.680, 0.360, -3.536], [2.004, 1.369, -1.705], [3.092, 2.373, -2.664], [1.119, 3.281, -1.415], [-0.354, 5.059, -0.625], [0.201, 6.333, 1.420], [2.239, 5.765, 2.704], [3.738, 3.983, 1.911], [3.706, 4.938, -1.802], [5.461, 6.270, -2.888], [7.818, 5.541, -2.793], [8.423, 3.462, -1.607], [6.670, 2.121, -0.501], [3.536, -1.759, -2.764], [2.120, -1.026, -1.999], [6.287, -0.228, -0.312], [8.617, -0.907, -0.740], [9.132, -3.243, -1.349], [7.328, -4.910, -1.558], [4.995, -4.274, -1.107], [1.654, -3.243, -1.794], [0.376, -5.190, -1.035], [0.751, -6.124, 1.220], [2.461, -5.145, 2.707], [3.805, -3.237, 1.952], [-2.146, -1.189, -0.406], [-3.630, -0.814, -0.032], [-4.058, 0.701, -0.928], [-3.635, 0.632, -2.407], [-3.935, 1.966, -3.085], [-5.435, 2.330, -3.002], [-6.218, 1.368, -2.110], [-5.528, 1.182, -0.762], [-3.549, -0.348, 1.736], [-2.934, -1.460, 2.607], [-3.977, -2.422, 3.177], [-5.047, -1.667, 3.958], [-5.739, -0.637, 3.075], [-4.735, 0.325, 2.450], [-4.595, -2.289, -0.475], [-4.153, -2.827, -1.876], [-5.282, -2.763, -2.901], [-6.480, -3.606, -2.456], [-6.731, -3.490, -0.944], [-6.127, -2.205, -0.380], [-3.390, 1.432, -0.448], [-4.168, -0.169, -2.920], [-2.570, 0.400, -2.479], [-3.611, 1.922, -4.124], [-3.333, 2.741, -2.601], [-5.878, 2.338, -3.998], [-5.546, 3.341, -2.608], [-6.335, 0.400, -2.605], [-7.225, 1.753, -1.947], [-6.108, 0.498, -0.142], [-5.527, 2.139, -0.236], [-2.790, 0.436, 1.606], [-2.421, -0.978, 3.447], [-2.174, -2.012, 2.045], [-3.483, -3.152, 3.819], [-4.453, -2.984, 2.368], [-4.582, -1.165, 4.813], [-5.779, -2.367, 4.361], [-6.461, -0.062, 3.656], [-6.306, -1.150, 2.298], [-4.299, 0.922, 3.258], [-5.237, 1.029, 1.789], [-4.247, -3.004, 0.281], [-3.861, -3.873, -1.757], [-3.268, -2.304, -2.238], [-4.914, -3.121, -3.863], [-5.591, -1.727, -3.058], [-6.310, -4.651, -2.721], [-7.366, -3.292, -3.007], [-6.303, -4.345, -0.413], [-7.801, -3.506, -0.738], [-6.444, -2.065, 0.650], [-6.506, -1.360, -0.957]]
}



{
  "formula": "C23H58N7O13",
  "method": "ωB97M-V/def2-TZVPD",
  "energy_ev": -61784.3972,
  "lumo_ev": -9.444,
  "orbital_gap_ev": 4.773,
  "charge": 5,
  "elements": ["C", "C", "O", "N", "H", "H", "C", "H", "H", "H", "H", "H", "H", "C", "C", "O", "N", "H", "H", "C", "H", "H", "H", "H", "H", "H", "C", "C", "O", "N", "H", "H", "C", "H", "H", "H", "H", "H", "H", "C", "C", "O", "N", "H", "H", "C", "H", "H", "H", "H", "H", "H", "C", "C", "O", "N", "H", "H", "C", "H", "H", "H", "H", "H", "H", "C", "C", "O", "N", "H", "H", "C", "H", "H", "H", "H", "H", "H", "C", "C", "O", "N", "H", "H", "C", "H", "H", "H", "H", "H", "H", "O", "C", "O", "O", "H", "O", "C", "O", "O", "H"],
  "xyz": [[1.171, 0.038, -1.960], [0.618, 0.124, -0.530], [-0.423, -0.383, -0.130], [1.460, 0.740, 0.538], [1.470, 0.200, 1.392], [2.402, 0.541, 0.234], [1.139, 2.240, 0.601], [0.327, -0.325, -2.548], [2.088, -0.529, -2.118], [1.320, 1.073, -2.266], [0.099, 2.526, 0.758], [1.465, 2.725, -0.319], [1.770, 2.609, 1.409], [1.478, 5.690, -5.041], [1.972, 4.527, -5.828], [1.290, 3.558, -6.022], [3.461, 4.637, -6.231], [3.537, 5.439, -6.841], [3.959, 5.132, -5.505], [4.103, 3.276, -6.614], [2.092, 5.904, -4.167], [0.431, 5.749, -4.741], [1.679, 6.561, -5.665], [3.771, 2.768, -7.519], [4.029, 2.573, -5.784], [5.126, 3.564, -6.854], [-5.380, -1.538, 0.912], [-5.618, -0.321, 0.026], [-5.477, -0.343, -1.173], [-5.874, 1.001, 0.775], [-6.838, 1.165, 0.524], [-5.878, 0.955, 1.783], [-4.978, 2.113, 0.230], [-4.406, -1.536, 1.401], [-5.444, -2.442, 0.307], [-6.134, -1.520, 1.699], [-5.208, 2.984, 0.844], [-5.117, 2.224, -0.846], [-3.946, 1.860, 0.472], [-0.316, 6.982, 4.203], [-1.456, 7.113, 3.166], [-1.315, 6.823, 1.957], [-2.830, 7.502, 3.677], [-3.495, 6.784, 3.927], [-2.543, 8.067, 4.463], [-3.547, 8.371, 2.601], [0.096, 7.961, 4.448], [0.537, 6.425, 3.818], [-0.641, 6.518, 5.134], [-4.538, 8.717, 2.894], [-3.676, 7.738, 1.723], [-2.736, 9.068, 2.394], [-3.399, -4.606, -5.466], [-2.854, -3.378, -6.248], [-3.192, -2.190, -6.008], [-1.941, -3.753, -7.462], [-0.979, -3.906, -7.194], [-2.254, -4.566, -7.973], [-1.797, -2.693, -8.566], [-3.871, -4.358, -4.516], [-2.499, -5.166, -5.212], [-4.100, -5.212, -6.041], [-2.716, -2.546, -9.133], [-0.993, -3.065, -9.201], [-1.440, -1.815, -8.027], [7.188, -3.442, 2.354], [5.682, -3.225, 2.751], [4.760, -2.995, 1.961], [5.435, -2.928, 4.242], [6.174, -2.314, 4.553], [4.592, -2.387, 4.375], [5.347, -4.091, 5.095], [7.489, -2.599, 1.732], [7.143, -4.347, 1.748], [7.815, -3.642, 3.223], [4.534, -3.988, 5.814], [6.306, -4.278, 5.578], [5.160, -4.963, 4.468], [-0.634, -5.987, 3.602], [-1.807, -6.849, 3.756], [-2.872, -6.634, 3.100], [-1.628, -8.147, 4.562], [-1.586, -8.917, 3.910], [-0.693, -8.172, 4.943], [-2.617, -8.355, 5.715], [-1.102, -5.083, 3.213], [0.074, -6.407, 2.887], [-0.164, -5.774, 4.562], [-3.465, -8.919, 5.326], [-2.880, -7.371, 6.102], [-2.126, -8.937, 6.495], [7.156, 2.929, -1.668], [5.958, 2.405, -1.489], [5.061, 3.018, -2.101], [5.751, 1.468, -0.706], [6.750, 3.520, -2.306], [-2.030, 0.981, 4.011], [-1.702, 0.016, 4.833], [-2.564, -0.401, 5.673], [-0.644, -0.596, 4.721], [-2.904, 1.035, 4.405]]
}



{
  "formula": "CHIN2O2S",
  "method": "ωB97M-V/def2-TZVPD",
  "energy_ev": -27057.4035,
  "lumo_ev": -1.036,
  "orbital_gap_ev": 8.485,
  "elements": ["C", "N", "N", "O", "O", "S", "I", "H"],
  "xyz": [[-0.944, -0.453, -0.033], [-0.388, 1.469, 0.005], [0.141, -1.168, -0.074], [1.565, 2.766, -0.264], [1.303, -0.767, 0.047], [1.083, 1.504, 0.322], [-2.885, -1.011, 0.074], [0.124, -2.339, -0.078]]
}



{
  "formula": "C2H2OS2",
  "method": "ωB97M-V/def2-TZVPD",
  "energy_ev": -25821.3442,
  "lumo_ev": [-1.912, -1.923],
  "orbital_gap_ev": [6.599, 6.535],
  "smiles": "O=C=C=S.S",
  "elements": ["O", "C", "C", "S", "S", "H", "H"],
  "xyz": [[3.016, 2.156, 0.087], [3.241, 1.042, -0.054], [3.373, -0.234, -0.001], [3.870, -1.754, 0.086], [-0.113, -0.213, -0.491], [-0.079, -1.331, -1.335], [-0.069, 0.468, -1.575]]
}



{
  "formula": "C28H36N8",
  "method": "ωB97M-V/def2-TZVPD",
  "energy_ev": -41537.1709,
  "lumo_ev": 0.569,
  "orbital_gap_ev": 8.373,
  "smiles": "c1cc[nH]c1.c1cc[nH]c1.c1cc[nH]c1.c1cc[nH]c1.c1cc[nH]c1.c1cc[nH]c1.CC#N.CC#N",
  "elements": ["C", "C", "C", "N", "C", "H", "H", "H", "H", "H", "C", "C", "C", "N", "C", "H", "H", "H", "H", "H", "C", "C", "C", "N", "C", "H", "H", "H", "H", "H", "C", "C", "C", "N", "C", "H", "H", "H", "H", "H", "C", "C", "C", "N", "C", "H", "H", "H", "H", "H", "C", "C", "C", "N", "C", "H", "H", "H", "H", "H", "C", "C", "N", "H", "H", "H", "C", "C", "N", "H", "H", "H"],
  "xyz": [[2.906, -0.296, 2.031], [3.642, 0.154, 3.116], [4.325, 1.305, 2.700], [3.967, 1.552, 1.378], [3.141, 0.573, 0.965], [2.337, -1.210, 1.946], [3.690, -0.283, 4.103], [4.979, 1.984, 3.226], [4.182, 2.373, 0.830], [2.649, 0.514, 0.005], [-1.273, 1.272, 4.023], [0.020, 1.107, 4.516], [-0.082, 1.105, 5.933], [-1.412, 1.289, 6.206], [-2.189, 1.304, 5.079], [-1.558, 1.349, 2.984], [0.863, 1.004, 3.849], [0.690, 0.957, 6.674], [-1.776, 1.354, 7.146], [-3.255, 1.471, 5.128], [2.264, -1.970, -5.539], [1.058, -2.536, -5.807], [0.140, -1.854, -5.043], [0.831, -0.873, -4.328], [2.172, -1.034, -4.574], [3.104, -2.532, -5.919], [0.835, -3.401, -6.413], [-0.921, -1.921, -4.848], [0.456, -0.159, -3.720], [2.940, -0.572, -3.972], [1.035, 2.394, -5.646], [1.180, 2.989, -6.888], [2.133, 3.969, -6.802], [2.555, 3.939, -5.490], [1.962, 2.941, -4.781], [0.303, 1.633, -5.418], [0.633, 2.669, -7.763], [2.730, 4.540, -7.497], [3.363, 4.421, -5.122], [2.253, 2.686, -3.773], [-4.648, 1.079, 0.347], [-5.389, 1.784, 1.343], [-6.653, 1.326, 1.252], [-6.776, 0.431, 0.277], [-5.542, 0.300, -0.394], [-3.597, 1.267, 0.184], [-4.942, 2.532, 1.982], [-7.569, 1.686, 1.695], [-7.650, -0.050, 0.121], [-5.499, -0.398, -1.217], [-1.964, -4.008, 4.903], [-1.862, -3.671, 3.513], [-1.686, -2.278, 3.464], [-1.582, -1.845, 4.799], [-1.773, -2.870, 5.576], [-2.114, -4.989, 5.329], [-2.002, -4.375, 2.706], [-1.432, -1.531, 2.727], [-1.361, -0.882, 5.007], [-1.741, -2.781, 6.652], [3.553, -3.237, -2.267], [2.490, -2.869, -1.388], [1.688, -2.573, -0.571], [4.369, -2.529, -2.120], [3.326, -3.205, -3.332], [4.016, -4.177, -1.964], [-0.248, 0.476, 0.297], [0.137, 0.896, -1.069], [0.481, 1.150, -2.134], [0.315, 1.076, 1.013], [0.113, -0.549, 0.382], [-1.326, 0.608, 0.391]]
}



{
  "formula": "C4H8O2",
  "method": "ωB97M-V/def2-TZVPD",
  "energy_ev": -8370.0129,
  "lumo_ev": 0.283,
  "orbital_gap_ev": 9.671,
  "smiles": "C=C(C=O)OC.[H][H]",
  "elements": ["C", "C", "C", "O", "O", "C", "H", "H", "H", "H", "H", "H", "H", "H"],
  "xyz": [[0.743, 0.272, -1.533], [0.429, 0.239, -0.238], [0.505, -1.027, 0.548], [0.275, -2.136, 0.125], [0.247, 1.397, 0.457], [-0.544, 1.321, 1.632], [0.903, -0.642, -2.091], [0.885, 1.220, -2.040], [0.871, -0.877, 1.583], [-1.068, 2.274, 1.721], [-1.287, 0.516, 1.575], [0.082, 1.170, 2.519], [-1.096, -1.826, -1.772], [-1.063, -2.013, -2.486]]
}



{
  "formula": "C19H19Br12F5O15",
  "method": "ωB97M-V/def2-TZVPD",
  "multiplicity": 2,
  "energy_ev": -904818.7922,
  "lumo_ev": [1.332, 1.332],
  "orbital_gap_ev": [3.506, 7.583],
  "charge": -1,
  "elements": ["C", "C", "O", "C", "O", "O", "F", "H", "H", "H", "C", "C", "O", "C", "O", "O", "F", "H", "H", "H", "C", "C", "O", "C", "O", "O", "F", "H", "H", "H", "C", "C", "O", "C", "O", "O", "F", "H", "H", "H", "C", "C", "O", "C", "O", "O", "F", "H", "H", "H", "C", "Br", "Br", "Br", "H", "C", "Br", "Br", "Br", "H", "C", "Br", "Br", "Br", "H", "C", "Br", "Br", "Br", "H"],
  "xyz": [[-0.125, -6.582, -0.839], [1.050, -5.951, -1.602], [1.789, -5.335, -0.632], [1.087, -5.235, 0.492], [1.435, -4.638, 1.496], [-0.110, -5.731, 0.338], [0.653, -5.103, -2.502], [0.121, -7.642, -0.780], [-1.094, -6.484, -1.330], [1.539, -6.797, -2.083], [-3.966, -2.283, 0.619], [-4.022, -1.422, -0.621], [-5.322, -0.885, -0.665], [-5.923, -1.048, 0.534], [-7.066, -0.757, 0.819], [-4.998, -1.620, 1.347], [-3.810, -2.227, -1.671], [-2.970, -2.527, 0.989], [-4.315, -3.294, 0.408], [-3.219, -0.693, -0.525], [1.576, 3.169, -2.371], [0.610, 3.780, -3.380], [1.285, 3.426, -4.608], [2.582, 3.397, -4.365], [3.435, 3.486, -5.284], [2.796, 3.291, -3.017], [0.373, 5.084, -3.204], [1.417, 2.169, -1.966], [1.698, 3.686, -1.419], [-0.359, 3.284, -3.313], [1.096, -0.147, 1.238], [0.159, -1.353, 1.317], [-0.554, -1.272, 0.041], [-0.049, -0.209, -0.713], [-0.546, -0.009, -1.810], [0.981, 0.397, -0.100], [-0.796, -1.288, 2.288], [2.135, -0.476, 1.245], [0.726, 0.592, 1.949], [0.618, -2.341, 1.301], [-2.169, 3.881, 2.320], [-0.702, 3.386, 2.275], [-0.532, 3.060, 0.925], [-1.199, 3.793, 0.236], [-0.992, 3.988, -0.939], [-2.181, 4.369, 0.996], [-0.641, 2.357, 3.075], [-2.320, 4.672, 3.055], [-2.930, 3.105, 2.394], [0.077, 4.080, 2.592], [3.698, 3.934, 2.222], [2.851, 4.760, 0.628], [2.589, 2.461, 2.896], [3.846, 5.214, 3.665], [4.681, 3.536, 1.973], [4.618, -0.939, -0.157], [4.444, -1.193, 1.851], [4.430, 1.071, -0.769], [3.145, -1.921, -1.014], [5.561, -1.236, -0.617], [2.116, -1.129, 5.367], [0.853, 0.316, 4.884], [1.685, -2.834, 4.393], [1.933, -1.396, 7.332], [3.135, -0.811, 5.142], [-3.119, 0.148, -4.416], [-4.864, 0.631, -3.574], [-1.974, 1.781, -4.692], [-3.352, -1.062, -6.012], [-2.604, -0.437, -3.654]]
}



{
  "formula": "C24H31ClO4",
  "method": "ωB97M-V/def2-TZVPD",
  "energy_ev": -46101.3700,
  "lumo_ev": -2.696,
  "orbital_gap_ev": 3.515,
  "elements": ["C", "C", "O", "C", "C", "C", "C", "C", "C", "C", "C", "C", "O", "O", "C", "C", "O", "H", "H", "H", "H", "H", "H", "H", "H", "H", "H", "H", "H", "H", "H", "H", "H", "H", "H", "H", "H", "H", "Cl", "C", "C", "C", "C", "C", "C", "C", "C", "C", "C", "C", "H", "H", "H", "H", "H", "H", "H", "H", "H", "H"],
  "xyz": [[2.726, -3.436, 1.720], [1.238, -3.247, 1.728], [1.024, -1.893, 1.290], [-0.293, -1.631, 1.265], [-0.699, -0.271, 0.936], [-2.151, 0.030, 1.122], [-2.983, -0.911, 0.260], [-4.469, -0.626, 0.406], [-4.903, -0.692, 1.876], [-4.034, 0.129, 2.835], [-2.548, -0.112, 2.607], [0.188, 0.876, 0.938], [-0.240, 2.026, 0.809], [1.501, 0.628, 1.059], [2.274, 1.830, 1.240], [3.700, 1.380, 1.336], [-1.087, -2.543, 1.536], [2.982, -4.466, 1.978], [3.151, -3.217, 0.732], [3.198, -2.771, 2.453], [0.728, -3.941, 1.047], [0.820, -3.370, 2.738], [-2.284, 1.068, 0.790], [-2.642, -0.815, -0.778], [-2.745, -1.927, 0.603], [-4.679, 0.367, -0.016], [-5.029, -1.357, -0.191], [-5.953, -0.386, 1.966], [-4.850, -1.746, 2.188], [-4.248, 1.201, 2.727], [-4.274, -0.137, 3.871], [-2.292, -1.140, 2.899], [-1.925, 0.566, 3.205], [2.105, 2.507, 0.392], [1.940, 2.327, 2.162], [4.360, 2.231, 1.518], [3.820, 0.674, 2.163], [4.021, 0.897, 0.407], [5.864, -0.940, -2.792], [4.258, -0.346, -2.684], [3.237, -1.164, -2.174], [1.956, -0.651, -1.995], [1.652, 0.676, -2.389], [0.324, 1.197, -2.338], [-0.010, 2.580, -2.809], [-1.576, 2.668, -2.718], [-1.965, 1.309, -2.231], [-0.853, 0.499, -2.020], [2.701, 1.481, -2.908], [3.985, 0.979, -3.059], [3.459, -2.201, -1.927], [1.177, -1.276, -1.557], [0.467, 3.350, -2.186], [0.329, 2.773, -3.839], [-1.866, 3.479, -2.035], [-1.994, 2.904, -3.706], [-3.003, 1.010, -2.086], [-0.854, -0.541, -1.696], [2.487, 2.510, -3.200], [4.773, 1.601, -3.471]]
}



> Which formula does entry 8 have?

C24H31ClO4